Molecular formula: C5H7N
Method: DFT, ωB97M-V/def2-TZVPD

```
13
Properties=species:S:1:pos:R:3:nbo_charge:R:1
C -1.32 -0.01 0.83 -0.29
C -0.46 -1.03 0.22 -0.09
C 0.34 -0.23 -0.86 -0.45
C 1.16 0.29 0.33 -0.22
N 0.09 -0.14 1.28 -0.39
C -0.38 0.90 -1.53 0.01
H -1.78 0.67 0.09 0.23
H -1.96 -0.25 1.68 0.23
H -0.49 -2.12 0.36 0.22
H 0.86 -0.80 -1.66 0.28
H 1.50 1.34 0.29 0.18
H 2.05 -0.34 0.52 0.21
H 0.40 1.71 -1.55 0.09
```

* 2S+1: 1
* E: -249.221153 hartree
* max |F|: 0.92 eV/A
* LUMO level (spin up / spin down): -0.63 / -0.63 eV
* energy above the lowest of the compared OMol25 structures with the same formula, charge and spin: 661.8 kJ/mol

=====

Molecular formula: C5H7N
Method: DFT, ωB97M-V/def2-TZVPD

```
13
Properties=species:S:1:pos:R:3:nbo_charge:R:1
C -1.41 1.12 -0.56 0.20
C -1.84 0.19 0.49 -0.56
C 0.31 -1.08 -0.68 -0.39
C 0.89 -0.18 0.36 0.02
C -0.56 0.00 -0.18 -0.34
N 1.79 0.89 0.03 -0.81
H -1.77 0.71 1.46 0.23
H -2.64 -0.49 0.42 0.24
H 0.57 -1.07 -1.81 0.23
H 0.29 -2.19 -0.40 0.24
H 1.03 -0.63 1.39 0.21
H 1.70 1.77 0.41 0.37
H 1.65 0.97 -0.93 0.35
```

* 2S+1: 1
* E: -249.240978 hartree
* max |F|: 4.01 eV/A
* LUMO level: -0.35 eV
* energy above the lowest of the compared OMol25 structures with the same formula, charge and spin: 609.8 kJ/mol

=====

Molecular formula: C5H7N
Method: DFT, ωB97M-V/def2-TZVPD

```
13
Properties=species:S:1:pos:R:3:nbo_charge:R:1
C 1.88 -0.04 -0.01 -0.65
C 0.40 0.14 -0.05 0.21
C -0.37 1.27 0.08 -0.37
C -1.78 0.98 -0.08 -0.25
C -1.75 -0.45 -0.17 -0.24
N -0.44 -0.93 -0.20 -0.55
H 2.19 -0.63 0.87 0.23
H 2.24 -0.56 -0.91 0.22
H 2.38 0.93 0.05 0.24
H 0.05 2.26 0.23 0.22
H -2.10 0.04 0.90 0.31
H -2.56 -1.11 -0.47 0.23
H -0.15 -1.90 -0.24 0.41
```

* 2S+1: 1
* E: -249.359100 hartree
* max |F|: 0.32 eV/A
* LUMO level: 0.77 eV
* energy above the lowest of the compared OMol25 structures with the same formula, charge and spin: 299.7 kJ/mol

=====

Molecular formula: C5H7N
Method: DFT, ωB97M-V/def2-TZVPD

```
13
Properties=species:S:1:pos:R:3:nbo_charge:R:1
H 2.43 1.91 -0.31 0.34
N 2.42 0.92 -0.07 -0.61
C 1.34 0.32 -0.28 0.09
C 1.22 -1.09 0.03 -0.26
C 0.10 -1.78 -0.15 -0.34
H 0.43 0.79 -0.69 0.16
H 2.12 -1.55 0.42 0.22
H 0.02 -2.83 0.08 0.20
H -0.79 -1.31 -0.54 0.20
C -1.97 0.96 0.82 -0.24
C -2.68 1.35 -0.06 -0.23
H -1.33 0.62 1.59 0.24
H -3.31 1.68 -0.83 0.23
```

* 2S+1: 1
* E: -249.349554 hartree
* max |F|: 0.71 eV/A
* LUMO level: 0.82 eV
* energy above the lowest of the compared OMol25 structures with the same formula, charge and spin: 324.7 kJ/mol

=====

Molecular formula: C5H7N
Method: DFT, ωB97M-V/def2-TZVPD

```
13
Properties=species:S:1:pos:R:3:nbo_charge:R:1
C 1.20 -0.44 1.23 -0.28
C 1.16 -1.45 0.37 -0.33
C 0.00 -1.83 -0.41 0.26
N -0.88 -2.20 -1.05 -0.32
H 0.36 0.23 1.40 0.22
H 2.12 -0.24 1.78 0.21
H 2.02 -2.09 0.21 0.24
C -1.54 1.04 -0.34 -0.40
C -0.46 1.62 -0.84 -0.40
H -1.89 0.08 -0.69 0.21
H -2.12 1.52 0.45 0.19
H -0.14 2.61 -0.50 0.19
H 0.16 1.14 -1.60 0.20
```

* 2S+1: 1
* E: -249.398160 hartree
* max |F|: 1.12 eV/A
* LUMO level: 0.40 eV
* energy above the lowest of the compared OMol25 structures with the same formula, charge and spin: 197.1 kJ/mol

=====

Molecular formula: C5H7N
Method: DFT, ωB97M-V/def2-TZVPD

```
13
Properties=species:S:1:pos:R:3:nbo_charge:R:1
C 1.17 1.02 0.29 -0.59
C 0.11 0.04 -0.24 -0.17
C 0.22 -0.31 -1.65 0.29
N 0.35 -0.85 -2.67 -0.34
C -0.53 -1.20 0.39 -0.37
C -1.23 0.10 0.44 -0.39
H 1.21 1.02 1.38 0.22
H 2.18 0.85 -0.10 0.23
H 0.88 2.03 -0.01 0.22
H -0.12 -1.70 1.26 0.22
H -0.91 -1.88 -0.37 0.23
H -1.18 0.60 1.40 0.22
H -2.15 0.29 -0.11 0.23
```

* 2S+1: 1
* E: -249.422284 hartree
* max |F|: 1.16 eV/A
* LUMO level: 0.88 eV
* energy above the lowest of the compared OMol25 structures with the same formula, charge and spin: 133.8 kJ/mol